# 1
Below is a cluster of 15 separate species, C75H112N11O26 in total at a distorted geometry, with properties calculated with wB97M-V/def2-TZVPD.

Total charge: +3

CARTESIAN COORDINATES (ANGSTROEM)
1 C -0.022936 -0.745888 -6.681416
2 C -1.286898 0.093509 -6.566417
3 C -2.484975 -0.705529 -6.058275
4 C -2.739701 -1.960794 -6.907572
5 N -3.904551 -2.811556 -6.504446
6 C -4.053168 -3.988473 -7.488617
7 C -4.449099 -5.194219 -6.678469
8 C -4.333400 -4.867671 -5.188480
9 C -3.517912 -3.598443 -5.253406
10 C -5.220857 -2.062464 -6.309752
11 C -5.769410 -1.411288 -7.609213
12 C -7.129353 -0.748639 -7.352888
13 H 0.076489 -1.361460 -5.788134
14 H 0.923407 -0.229602 -6.825787
15 H -0.094474 -1.423501 -7.537366
16 H -1.682637 0.457124 -7.520919
17 H -1.086396 0.903146 -5.863243
18 H -3.345546 -0.059185 -5.883408
19 H -2.157702 -1.004233 -5.052053
20 H -1.817996 -2.536604 -6.886163
21 H -2.960957 -1.647157 -7.929402
22 H -4.678085 -3.708564 -8.330340
23 H -3.061270 -4.188627 -7.897677
24 H -5.470355 -5.452518 -6.973002
25 H -3.921348 -6.121956 -6.895317
26 H -5.323100 -4.802110 -4.733723
27 H -3.822616 -5.637831 -4.613857
28 H -3.475865 -2.946302 -4.380873
29 H -2.473884 -3.870233 -5.425207
30 H -4.905044 -1.367929 -5.537570
31 H -5.988092 -2.769145 -5.996793
32 H -5.836352 -1.952084 -8.549287
33 H -5.053775 -0.603860 -7.790515
34 H -7.831602 -1.175073 -8.070544
35 H -7.114757 0.327132 -7.509006
36 H -7.599161 -0.946214 -6.387558
37 C -0.711481 0.616378 1.853063
38 C 0.050079 -0.082155 0.729762
39 C -0.574457 -0.002702 -0.623206
40 O 0.303810 -0.695600 -1.528982
41 C -0.095173 -0.454886 -2.855189
42 N 1.458432 0.357306 0.753561
43 H 2.163914 -0.028885 0.111708
44 H 1.450980 1.383904 0.723322
45 H 1.645591 0.183668 1.751760
46 H -0.553637 1.687575 1.767578
47 H -0.591390 0.135183 2.819188
48 H -1.772166 0.456672 1.639460
49 H 0.047150 -1.155745 0.940521
50 H -0.635657 1.018887 -1.019107
51 H -1.524363 -0.504893 -0.836294
52 H -0.514699 0.555162 -2.876225
53 H -0.871933 -1.107605 -3.271947
54 H 0.749337 -0.446012 -3.539288
55 C -4.535802 -2.113863 1.111815
56 C -5.722214 -1.755948 1.985429
57 C -6.188050 -0.323966 1.802073
58 O -7.509527 -0.244146 2.265771
59 C -8.193983 0.988818 2.034277
60 N -6.854146 -2.749556 1.658409
61 H -7.456866 -3.036742 2.425609
62 H -7.405815 -2.409915 0.866108
63 H -6.425930 -3.588196 1.260399
64 H -4.183109 -3.138161 0.998393
65 H -3.684203 -1.524025 1.455867
66 H -4.680772 -1.775679 0.076977
67 H -5.491617 -1.999856 3.023367
68 H -6.273850 -0.185270 0.712733
69 H -5.539490 0.458237 2.208200
70 H -7.638186 1.771902 2.561349
71 H -9.122054 0.899610 2.594912
72 H -8.363744 1.299339 1.004828
73 C 0.772458 0.026184 7.717646
74 N -0.669271 0.311377 7.491935
75 C -1.104412 0.326232 6.216137
76 C -2.484145 0.427464 5.981280
77 C -3.352167 0.534822 7.048101
78 C -2.865196 0.680030 8.349189
79 C -1.504350 0.506127 8.515301
80 C -4.815609 0.533688 6.758636
81 C -5.394805 -0.301547 5.786530
82 C -6.705942 -0.094429 5.387818
83 N -7.480640 0.814246 6.042615
84 C -6.986931 1.524840 7.050206
85 C -5.666578 1.410587 7.439102
86 C -8.873498 1.028804 5.592114
87 H 1.057670 -1.019719 7.807021
88 H 1.184333 0.527682 8.590965
89 H 1.242453 0.514560 6.861547
90 H -0.381240 -0.052879 5.506363
91 H -2.746215 0.192429 4.957762
92 H -3.513404 0.589423 9.207737
93 H -1.067990 0.352172 9.491206
94 H -4.776965 -0.977177 5.194773
95 H -7.302685 -0.617227 4.657052
96 H -7.630262 2.256762 7.518649
97 H -5.298577 2.103082 8.182318
98 H -9.565942 0.840911 6.408508
99 H -9.173952 0.253105 4.886912
100 H -8.848607 1.956194 5.026790
101 C 4.718543 7.476744 -4.199716
102 N 3.815007 7.105493 -3.117367
103 C 2.495556 6.971838 -3.356300
104 C 1.587222 6.678399 -2.356352
105 C 2.134872 6.316657 -1.142242
106 C 3.503284 6.330554 -0.881093
107 C 4.327982 6.737291 -1.912747
108 C 1.181801 5.879332 -0.084476
109 C 1.318293 6.481392 1.186174
110 C 0.527556 5.942900 2.217099
111 N -0.304814 4.919987 2.028273
112 C -0.523697 4.390080 0.800047
113 C 0.306436 4.806433 -0.197967
114 C -1.137993 4.389100 3.138136
115 H 4.130109 7.777027 -5.067996
116 H 5.266757 6.635736 -4.619147
117 H 5.263742 8.359150 -3.875309
118 H 2.184551 7.303770 -4.336511
119 H 0.547813 6.522406 -2.602573
120 H 3.926655 6.078929 0.084175
121 H 5.388218 6.848797 -1.737513
122 H 2.031471 7.224016 1.509327
123 H 0.580263 6.424385 3.182547
124 H -1.197828 3.547539 0.806933
125 H 0.391960 4.141078 -1.050806
126 H -2.154739 4.780993 3.038586
127 H -0.787134 4.844564 4.059891
128 H -1.243195 3.316377 3.030499
129 C 2.770846 0.430825 -2.547992
130 N 4.201866 0.706628 -2.305961
131 C 4.532937 1.603410 -1.377785
132 C 5.900973 1.856612 -1.196437
133 C 6.897309 1.153178 -1.811341
134 C 6.490489 0.104877 -2.699242
135 C 5.150188 -0.081847 -2.839769
136 C 8.342452 1.364926 -1.566095
137 C 9.175536 0.328060 -1.138362
138 C 10.519806 0.612283 -1.025034
139 N 11.005644 1.841491 -1.226896
140 C 10.223400 2.829955 -1.716549
141 C 8.856335 2.645904 -1.813841
142 C 12.470872 2.144448 -1.066205
143 H 2.114743 1.009684 -1.915685
144 H 2.628869 -0.642719 -2.386539
145 H 2.609268 0.511598 -3.621719
146 H 3.739129 2.043956 -0.791151
147 H 6.190915 2.566917 -0.430362
148 H 7.261540 -0.377347 -3.279923
149 H 4.789058 -0.727169 -3.631876
150 H 8.830302 -0.681275 -0.969286
151 H 11.225622 -0.151709 -0.729621
152 H 10.794213 3.746013 -1.780726
153 H 8.144386 3.405706 -2.095860
154 H 12.866657 2.144064 -2.079853
155 H 12.865801 1.218561 -0.652953
156 H 12.593205 3.019860 -0.442675
157 C -1.164058 -3.607142 -1.346323
158 N -0.125857 -4.131911 -0.469932
159 C 1.109623 -3.609478 -0.493361
160 C 2.051635 -3.913535 0.491563
161 C 1.719486 -4.740874 1.544341
162 C 0.412458 -5.190781 1.571813
163 C -0.483021 -4.943639 0.539866
164 C 2.817182 -5.139183 2.523618
165 C 3.960022 -4.319937 2.751181
166 C 4.857300 -4.733813 3.703857
167 N 4.659937 -5.866194 4.438548
168 C 3.570622 -6.598238 4.252676
169 C 2.582576 -6.181070 3.368735
170 C 5.613562 -6.152580 5.533611
171 H -0.756989 -3.571594 -2.358689
172 H -1.519597 -2.702793 -0.853200
173 H -2.011871 -4.290613 -1.410955
174 H 1.436511 -2.872383 -1.212136
175 H 3.077210 -3.582741 0.378155
176 H 0.101935 -5.959356 2.267356
177 H -1.501261 -5.289997 0.604813
178 H 4.257124 -3.534975 2.061968
179 H 5.680862 -4.116411 4.030719
180 H 3.404018 -7.439690 4.909336
181 H 1.639700 -6.699269 3.461051
182 H 5.277074 -6.995860 6.123735
183 H 5.939857 -5.252460 6.045402
184 H 6.514508 -6.457178 4.992855
185 O 3.963716 4.413180 2.165474
186 C 3.575412 3.409454 1.289946
187 O 4.332628 3.098907 0.346834
188 O 2.390053 2.999717 1.496249
189 H 3.151586 4.180980 2.684229
190 O -1.269580 -2.441100 5.043458
191 C -2.083257 -2.409278 3.930394
192 O -3.349871 -2.471058 4.060597
193 O -1.504277 -2.380743 2.803125
194 H -0.525681 -2.756552 4.477124
195 O 1.433536 -2.427877 4.261011
196 C 2.480474 -1.522513 4.156975
197 O 3.514803 -1.670957 4.845851
198 O 2.308890 -0.559031 3.362831
199 H 0.879126 -2.013295 3.568356
200 O -0.049110 -3.454871 -4.580040
201 C 1.033068 -4.287182 -4.293573
202 O 1.036636 -4.999831 -3.261058
203 O 1.960039 -4.256089 -5.146772
204 H 0.480555 -3.163736 -5.375525
205 O 5.234147 0.224516 -0.110022
206 C 4.816050 -1.084508 -0.135153
207 O 5.520056 -2.017246 0.268168
208 O 3.607152 -1.284232 -0.571135
209 H 4.356696 0.609920 -0.273190
210 O 1.160622 4.563019 -4.583042
211 C 1.491312 3.422332 -3.915483
212 O 0.857516 2.355048 -4.142814
213 O 2.345085 3.437635 -2.967323
214 H 0.417994 4.167275 -5.083096
215 O -4.914145 1.769851 -0.926428
216 C -4.455983 2.646965 0.049043
217 O -4.418885 3.879009 -0.123121
218 O -4.090734 2.090483 1.130702
219 H -4.974383 1.020206 -0.311352
220 O 1.163068 2.115325 4.208762
221 C 1.496547 3.084073 5.121565
222 O 1.273760 2.967603 6.339186
223 O 1.991384 4.118221 4.558394
224 H 1.583264 2.643882 3.492700

Force components x, y, z for each atom (eV/Å):
C -0.148 -0.648 -0.546
C -0.438 0.122 -0.461
C 0.513 -0.780 1.544
C -0.390 1.660 -0.275
N -0.040 -2.093 0.227
C 1.447 0.382 -0.167
C -1.762 -1.362 -0.214
C -0.444 0.280 -0.225
C 0.748 0.600 0.537
C 0.416 -0.866 -1.493
C 1.014 1.808 1.231
C -0.716 -0.366 -0.395
H 0.073 0.115 0.074
H -0.252 0.486 0.121
H 0.069 -0.107 0.055
H 0.875 0.568 -0.139
H -0.251 0.232 -0.226
H -0.085 0.018 -0.466
H -0.395 -0.380 0.022
H -0.326 -0.437 -0.097
H 0.200 -0.074 -0.123
H -0.250 -0.029 0.252
H 0.071 0.434 0.006
H -0.117 -0.001 0.420
H 0.521 0.406 -0.358
H 0.044 0.482 0.014
H 0.268 0.063 -0.176
H -0.431 0.080 -0.056
H 0.010 -0.059 0.019
H -0.918 0.395 0.013
H 0.369 -0.199 0.564
H 0.301 -0.753 0.459
H -0.055 0.042 -0.398
H -0.130 0.239 -0.017
H 0.069 -0.019 0.059
H 0.396 -0.014 0.189
C -1.087 -0.531 -1.175
C -0.927 -1.849 0.335
C 0.798 0.137 -2.084
O 0.171 -0.337 0.362
C -0.499 1.090 -0.655
N -1.098 1.222 0.831
H -0.069 -0.834 0.028
H 0.697 0.376 -0.140
H 1.485 -0.506 0.495
H 0.243 0.082 0.629
H 0.754 0.485 0.093
H -0.109 0.184 -0.113
H 0.232 -0.017 0.338
H -0.257 0.222 0.363
H -0.454 0.413 1.223
H 0.133 0.087 -0.456
H 0.131 -0.482 0.492
H -0.007 -0.277 0.172
C 0.556 1.159 -0.934
C 0.633 -1.027 0.803
C -0.759 -0.174 -1.458
O -0.941 -0.431 0.465
C 0.454 0.376 1.425
N 0.242 -0.034 -1.330
H -0.093 0.365 0.042
H -0.399 0.327 0.398
H 0.188 -0.130 0.466
H -0.358 -0.221 0.854
H 0.093 -0.221 0.235
H -0.360 0.125 0.044
H 0.265 0.116 0.022
H 0.477 0.329 -0.020
H 0.331 -0.245 -0.034
H 0.125 0.241 -0.367
H -0.278 -0.095 -0.451
H 0.172 -0.434 -0.173
C 0.827 0.874 -0.449
N 0.269 -0.069 -0.268
C -0.727 -0.872 1.039
C 1.778 -0.664 -0.289
C -0.756 0.480 -0.406
C 0.577 -1.047 -0.518
C -0.296 -0.253 0.629
C -0.503 0.001 0.294
C 0.068 0.511 -1.068
C -0.307 0.270 1.361
N 0.132 -0.890 -0.414
C 0.406 0.568 0.509
C 0.026 -0.007 -0.470
C 0.235 -0.770 -0.497
H -0.698 -0.209 -0.356
H -0.575 0.267 0.090
H 0.378 -0.207 0.098
H -0.018 0.679 -0.379
H -0.547 0.338 0.049
H -0.006 0.444 0.078
H 0.040 0.356 0.072
H 0.063 -0.289 0.243
H 0.697 -0.278 -0.388
H -0.175 -0.099 -0.052
H 0.037 -0.108 0.109
H 0.034 1.003 0.221
H 0.524 -0.077 -0.121
H -0.733 0.323 0.546
C -0.563 0.602 -1.011
N -0.316 -1.378 0.651
C -0.228 1.285 -0.091
C 1.390 -0.837 -0.777
C -1.314 -0.750 0.688
C 0.238 0.589 -0.950
C -0.467 0.254 0.543
C 1.241 0.660 2.057
C -1.453 -1.680 0.260
C 0.772 0.834 -0.497
N -1.319 0.171 -0.031
C 1.423 0.255 1.507
C 0.044 -0.729 -1.572
C -0.752 1.288 -0.188
H -0.245 0.236 0.276
H 0.488 -0.025 0.767
H 0.550 -0.347 -0.132
H -0.054 -0.375 -0.075
H -0.033 0.274 0.107
H -0.104 -0.222 -0.044
H 0.065 -0.040 -0.397
H 0.018 0.236 -0.529
H -0.031 -0.589 0.308
H -0.174 0.048 -0.504
H -0.272 0.433 -0.479
H 0.043 0.076 -0.456
H 0.506 -0.895 0.203
H 0.604 -0.092 0.548
C 0.772 -1.770 -1.298
N -0.455 0.894 0.370
C 0.056 0.589 -4.929
C 1.828 2.402 -0.231
C -0.575 -0.802 -1.332
C 0.379 1.397 1.174
C 0.116 -0.368 -2.534
C -0.834 0.236 0.072
C 0.378 0.570 -0.730
C -0.075 -0.459 0.563
N 0.160 0.315 -0.726
C -0.284 0.155 1.406
C 0.772 -0.504 -0.022
C -0.994 -1.894 -0.622
H 0.181 0.399 -0.350
H 0.104 0.385 0.493
H -0.284 1.031 0.137
H 0.156 0.553 -0.460
H -0.366 0.005 -0.152
H -0.393 -0.589 -0.081
H -0.076 -0.352 0.319
H -0.189 0.047 0.089
H 0.062 0.091 0.083
H -0.543 0.310 -0.497
H 0.323 0.267 -0.167
H 0.247 0.813 0.108
H 0.342 0.421 0.553
H 0.248 0.028 -0.138
C -0.292 -0.374 -0.540
N 0.134 0.216 0.797
C 1.124 0.157 0.477
C -0.080 -0.335 -0.482
C 1.097 0.284 -0.113
C -0.755 -1.595 -0.335
C 1.073 0.503 1.102
C -1.019 1.961 -0.207
C 0.020 -1.561 -1.059
C -0.359 0.111 0.605
N -0.051 1.195 0.177
C -0.951 0.303 0.234
C 0.530 -1.263 1.038
C 1.201 -0.488 -1.552
H 0.065 0.639 0.107
H 0.127 0.299 -0.590
H 0.216 -0.271 0.315
H -0.614 -0.189 -0.511
H -0.222 0.513 -0.299
H -0.146 0.361 0.321
H 0.000 -0.074 -0.315
H -0.228 0.423 0.407
H 0.155 -0.025 -0.283
H 0.188 -0.031 0.010
H 0.056 -0.154 -0.494
H -0.156 0.316 0.298
H -0.764 0.033 0.376
H 0.084 -0.327 0.293
O -1.341 -1.739 -0.590
C 0.183 0.851 -1.027
O -0.488 1.490 2.306
O 0.196 -0.519 -0.348
H 0.525 1.583 1.678
O -0.157 -0.569 -1.658
C -2.713 -0.293 -1.613
O 1.124 0.736 0.779
O 0.370 0.020 0.905
H 0.722 0.347 1.689
O -0.293 0.168 -0.758
C 3.175 1.778 0.710
O -1.500 -1.183 -0.271
O -1.177 -0.596 -0.722
H -0.246 -0.484 0.128
O 0.682 0.331 -1.060
C 2.774 -2.682 1.068
O -1.329 1.130 0.030
O -1.298 0.853 0.138
H -1.238 0.467 0.165
O -0.620 -4.107 3.775
C -1.640 -3.838 0.812
O 0.696 1.318 -0.222
O 0.893 1.467 0.707
H 0.012 -0.379 1.870
O -0.559 -0.492 -0.485
C 1.090 -3.175 3.625
O -0.558 1.199 -1.407
O -0.173 1.859 -1.221
H 0.159 0.750 -0.276
O -0.268 -0.100 0.495
C 0.941 2.840 1.528
O -0.292 -1.391 -1.109
O -0.195 -1.295 0.039
H 0.104 -0.322 -0.732
O 0.068 0.288 0.045
C 0.252 2.201 1.225
O -0.483 -1.201 -0.581
O -0.162 -0.289 -0.221
H -0.270 -1.094 -0.838

=====

# 2
Below is an isolated molecule of C4H9NO, with properties calculated with wB97M-V/def2-TZVPD.

Total charge: 0
Relative energy (zero: lowest compared OMol25 entry of this formula, charge and spin) (eV): 0.045
SMILES string: CC(C)C(N)=O

CARTESIAN COORDINATES (ANGSTROEM)
1 C -0.582384 -1.332668 0.480911
2 C -0.330671 0.050365 -0.135354
3 C -1.377023 1.059218 0.333577
4 C 1.081047 0.557264 0.185416
5 N 2.082534 -0.335020 -0.073353
6 O 1.309115 1.662154 0.645117
7 H -0.354288 -1.327286 1.551875
8 H 0.023317 -2.118362 0.016920
9 H -1.633608 -1.615712 0.361937
10 H -0.379117 -0.045205 -1.230108
11 H -1.161036 2.065815 -0.031394
12 H -2.376505 0.768338 -0.008634
13 H -1.389473 1.100688 1.427695
14 H 1.912845 -1.211135 -0.536450
15 H 3.034677 -0.027511 0.047136

Force components x, y, z for each atom (eV/Å):
C -0.006 -0.091 0.015
C -0.020 0.085 0.021
C -0.019 0.029 0.022
C -0.040 0.085 0.064
N 0.092 0.067 -0.038
O -0.072 -0.371 -0.150
H -0.048 0.024 -0.114
H -0.101 0.091 0.069
H 0.158 0.054 -0.014
H -0.014 0.048 0.128
H 0.009 -0.159 0.039
H 0.179 -0.011 0.035
H -0.002 0.031 -0.133
H 0.003 0.131 0.069
H -0.120 -0.015 -0.011

=====

Number 1: electronic energy -5482.55730 Eh, LUMO energy -6.7550 eV. Number 2: electronic energy -287.83080 Eh, LUMO energy 0.8836 eV.